No. 1
{"formula": "C16H47BFO6", "method": "the ωB97M-V functional and the def2-TZVPD basis", "charge": -1, "de_lowest_kj_mol": 0.0, "lumo_ha": 0.083, "max_force_ev_per_a": 0.94, "homo_ev": -4.58, "symbols": ["C", "C", "C", "C", "C", "C", "C", "C", "B", "C", "C", "F", "H", "H", "H", "H", "H", "H", "H", "H", "H", "H", "H", "H", "H", "H", "H", "H", "H", "H", "H", "H", "H", "H", "H", "C", "O", "H", "H", "H", "H", "C", "O", "H", "H", "H", "H", "C", "O", "H", "H", "H", "H", "C", "O", "H", "H", "H", "H", "C", "O", "H", "H", "H", "H", "C", "O", "H", "H", "H", "H"], "positions_angstrom": [[-3.42, -0.63, 3.23], [-2.96, -0.87, 1.77], [-1.94, -2.00, 1.69], [-1.28, -2.24, 0.31], [-1.87, -1.49, -0.89], [-1.16, -0.16, -1.22], [-0.40, -0.26, -2.55], [0.17, 1.10, -3.03], [1.82, 1.09, -3.11], [2.37, 2.60, -3.56], [3.70, 3.10, -3.00], [4.28, 2.25, -2.03], [-3.09, -1.47, 3.84], [-2.98, 0.29, 3.63], [-4.50, -0.59, 3.31], [-3.84, -1.19, 1.22], [-2.58, 0.03, 1.31], [-1.14, -1.76, 2.40], [-2.37, -2.94, 2.04], [-1.33, -3.31, 0.11], [-0.22, -1.99, 0.35], [-1.69, -2.13, -1.77], [-2.95, -1.38, -0.83], [-0.40, 0.04, -0.47], [-1.85, 0.68, -1.29], [0.44, -0.95, -2.43], [-1.05, -0.71, -3.31], [-0.27, 1.35, -4.00], [-0.12, 1.86, -2.30], [2.15, 0.28, -3.99], [2.23, 0.72, -2.01], [2.47, 2.60, -4.65], [1.60, 3.34, -3.32], [3.58, 4.07, -2.52], [4.45, 3.21, -3.79], [0.79, 0.60, 3.25], [0.79, 0.57, 1.84], [-0.04, -0.02, 3.59], [1.72, 0.20, 3.67], [0.64, 1.62, 3.63], [1.52, 1.11, 1.53], [6.52, 2.56, 0.61], [6.74, 1.84, -0.59], [7.45, 2.58, 1.18], [6.22, 3.59, 0.40], [5.75, 2.08, 1.22], [5.89, 1.86, -1.04], [-2.28, -1.93, -6.08], [-1.39, -2.24, -5.03], [-2.89, -1.09, -5.75], [-1.74, -1.63, -6.99], [-2.94, -2.77, -6.32], [-0.83, -2.97, -5.30], [4.09, 5.38, 1.98], [3.87, 3.99, 2.17], [4.47, 5.77, 2.92], [4.83, 5.56, 1.19], [3.16, 5.90, 1.73], [3.54, 3.63, 1.34], [-1.62, -6.72, -0.40], [-2.32, -5.48, -0.35], [-1.64, -7.14, 0.60], [-2.10, -7.42, -1.09], [-0.58, -6.58, -0.71], [-2.30, -5.10, -1.23], [-5.03, 0.27, 6.50], [-5.58, -0.88, 5.87], [-4.58, 0.87, 5.72], [-5.81, 0.87, 7.00], [-4.27, 0.00, 7.23], [-5.99, -1.43, 6.55]], "lowdin_charge": [-0.12, -0.26, -0.21, -0.19, -0.21, -0.21, -0.27, -0.25, -0.51, -0.21, -0.24, -0.12, 0.07, 0.06, 0.06, 0.10, 0.10, 0.09, 0.10, 0.07, 0.11, 0.09, 0.09, 0.09, 0.10, 0.10, 0.07, 0.07, 0.07, 0.04, 0.04, 0.07, 0.07, 0.09, 0.10, -0.16, -0.12, 0.06, 0.08, 0.07, 0.07, -0.17, -0.13, 0.07, 0.06, 0.07, 0.04, -0.16, -0.12, 0.08, 0.07, 0.07, 0.08, -0.17, -0.13, 0.07, 0.07, 0.08, 0.07, -0.16, -0.13, 0.07, 0.07, 0.08, 0.07, -0.16, -0.13, 0.07, 0.07, 0.08, 0.07]}

No. 2
{"formula": "C16H47BeNO16S5", "method": "the ωB97M-V functional and the def2-TZVPD basis", "charge": 3, "lumo_ha": [-0.562, -0.561], "max_force_ev_per_a": 6.39, "homo_ev": [-17.31, -17.31], "multiplicity": 2, "symbols": ["Be", "N", "H", "H", "H", "H", "C", "O", "H", "H", "H", "O", "S", "O", "O", "C", "C", "C", "H", "H", "H", "H", "H", "H", "H", "H", "O", "S", "O", "O", "C", "C", "C", "H", "H", "H", "H", "H", "H", "H", "H", "O", "S", "O", "O", "C", "C", "C", "H", "H", "H", "H", "H", "H", "H", "H", "O", "S", "O", "O", "C", "C", "C", "H", "H", "H", "H", "H", "H", "H", "H", "O", "S", "O", "O", "C", "C", "C", "H", "H", "H", "H", "H", "H", "H", "H"], "positions_angstrom": [[1.37, -0.77, 3.52], [-1.28, -3.04, 1.56], [-1.66, -2.79, 2.46], [-0.57, -3.69, 1.87], [-0.71, -2.30, 1.17], [-1.97, -3.44, 0.93], [-0.02, 0.12, -0.05], [0.08, -0.60, 1.18], [-0.75, -0.40, -0.67], [-0.51, 1.09, 0.12], [0.85, 0.34, -0.67], [-4.06, -1.92, 1.29], [-4.09, -0.46, 1.22], [-3.65, 0.21, 0.03], [-5.67, 0.13, 1.50], [-6.64, -0.64, 2.20], [-7.77, 0.30, 2.80], [-3.33, 0.30, 2.67], [-6.12, -1.19, 2.99], [-7.14, -1.38, 1.59], [-8.71, -0.16, 3.12], [-7.99, 1.16, 2.18], [-7.38, 0.82, 3.68], [-3.43, 1.37, 2.54], [-2.26, 0.07, 2.72], [-3.90, 0.11, 3.58], [5.21, 4.01, -0.93], [3.91, 3.79, -0.25], [3.45, 4.58, 0.90], [2.68, 3.75, -1.41], [3.10, 3.63, -2.75], [1.81, 3.59, -3.55], [3.72, 1.97, 0.19], [3.69, 2.74, -2.94], [3.74, 4.45, -3.09], [1.01, 3.04, -3.07], [1.69, 3.39, -4.62], [1.30, 4.54, -3.41], [4.62, 1.86, 0.80], [3.81, 1.32, -0.68], [2.85, 1.80, 0.82], [5.25, -2.53, 1.81], [4.35, -1.65, 1.07], [3.44, -0.76, 1.74], [5.28, -0.82, -0.08], [6.44, -1.43, -0.56], [6.83, -0.45, -1.80], [3.37, -2.67, -0.19], [6.30, -2.44, -0.92], [7.32, -1.32, 0.07], [6.06, -0.29, -2.55], [7.63, -0.91, -2.37], [7.18, 0.51, -1.42], [2.94, -3.48, 0.40], [4.00, -2.96, -1.02], [2.46, -2.15, -0.50], [1.49, 1.93, 3.12], [1.26, 3.23, 3.78], [2.24, 3.86, 4.61], [0.63, 4.29, 2.71], [0.04, 3.87, 1.49], [-1.41, 3.48, 1.60], [-0.11, 2.83, 4.83], [0.67, 3.10, 1.04], [0.27, 4.70, 0.82], [-1.87, 3.75, 0.64], [-1.90, 3.96, 2.44], [-1.58, 2.40, 1.63], [-0.64, 2.00, 4.36], [-0.73, 3.73, 4.91], [0.33, 2.49, 5.76], [-2.77, -3.82, -1.03], [-2.10, -3.55, -2.29], [-0.62, -3.59, -2.34], [-2.70, -4.58, -3.46], [-2.16, -4.40, -4.77], [-2.94, -5.52, -5.58], [-2.61, -1.94, -2.95], [-1.11, -4.70, -4.72], [-2.22, -3.37, -5.10], [-2.85, -6.50, -5.11], [-2.67, -5.49, -6.64], [-3.98, -5.27, -5.74], [-2.34, -1.36, -2.08], [-3.65, -2.14, -3.21], [-2.10, -1.74, -3.90]], "lowdin_charge": [1.21, 0.34, 0.14, 0.15, 0.07, 0.10, -0.05, -0.12, 0.09, 0.11, 0.11, -0.30, 0.66, -0.27, -0.25, -0.25, -0.03, -0.12, 0.11, 0.12, 0.09, 0.08, 0.07, 0.07, 0.03, 0.08, -0.24, 0.77, -0.25, -0.26, -0.28, -0.05, -0.08, 0.13, 0.14, 0.07, 0.10, 0.09, 0.07, 0.06, 0.03, -0.24, 0.71, -0.36, -0.29, -0.24, -0.02, -0.06, 0.12, 0.13, 0.07, 0.09, 0.08, 0.07, 0.08, 0.05, -0.39, 0.67, -0.19, -0.20, -0.26, -0.04, -0.10, 0.09, 0.15, 0.10, 0.10, 0.03, 0.04, 0.10, 0.09, -0.31, 0.67, -0.34, -0.26, -0.24, -0.03, -0.09, 0.11, 0.10, 0.09, 0.08, 0.08, 0.04, 0.09, 0.07]}

No. 3
{"formula": "C16H47F6N9O13Y", "method": "the ωB97M-V functional and the def2-TZVPD basis", "charge": 2, "lumo_ha": [-0.249, -0.391], "max_force_ev_per_a": 7.68, "homo_ev": [-13.06, -13.05], "multiplicity": 2, "symbols": ["Y", "C", "O", "O", "C", "F", "F", "F", "C", "C", "H", "H", "H", "H", "H", "H", "C", "O", "O", "C", "F", "F", "F", "C", "C", "H", "H", "H", "H", "H", "H", "C", "C", "C", "O", "C", "N", "H", "H", "H", "H", "H", "H", "H", "H", "H", "H", "H", "O", "H", "H", "O", "H", "H", "O", "H", "H", "O", "H", "H", "C", "O", "N", "N", "H", "H", "H", "H", "C", "O", "N", "N", "H", "H", "H", "H", "C", "O", "N", "N", "H", "H", "H", "H", "C", "O", "N", "N", "H", "H", "H", "H"], "positions_angstrom": [[-2.94, 2.20, -2.27], [-0.70, -0.17, -0.46], [-1.58, -0.16, 0.64], [-1.16, 0.89, -1.26], [0.83, -0.15, -0.10], [1.61, -0.33, -1.16], [1.26, 1.00, 0.57], [1.18, -1.18, 0.64], [-1.47, -1.09, 1.71], [-2.83, -1.17, 2.48], [-3.61, -1.65, 1.89], [-2.79, -1.51, 3.51], [-3.18, -0.15, 2.64], [-0.70, -0.70, 2.38], [-1.28, -2.09, 1.32], [-0.81, -1.13, -0.95], [-5.27, -0.46, -2.80], [-3.95, -1.06, -2.68], [-5.09, 0.89, -2.51], [-5.99, -0.87, -4.12], [-5.16, -0.82, -5.19], [-6.49, -2.19, -4.19], [-7.01, -0.13, -4.46], [-3.99, -2.48, -2.68], [-2.55, -2.85, -2.83], [-2.49, -3.94, -2.85], [-2.22, -2.47, -3.80], [-1.75, -2.46, -2.19], [-4.41, -2.86, -3.62], [-4.29, -2.89, -1.71], [-5.82, -0.88, -1.95], [5.12, -1.03, 1.10], [5.06, 0.01, -0.05], [5.16, 1.47, 0.36], [6.20, 1.71, 1.29], [6.31, 3.06, 1.73], [6.28, -0.29, -0.80], [4.29, -0.95, 1.80], [6.05, -0.94, 1.67], [4.96, -2.01, 0.64], [4.15, -0.13, -0.63], [4.24, 1.89, 0.77], [5.48, 2.06, -0.49], [5.34, 3.37, 2.13], [6.69, 3.74, 0.96], [7.06, 3.08, 2.52], [7.06, -0.16, -0.17], [6.28, 0.50, -1.42], [-3.72, 1.38, 0.01], [-4.50, 1.02, 0.43], [-2.99, 1.09, 0.56], [-5.95, 0.81, 1.93], [-5.57, 1.24, 2.70], [-6.49, 0.11, 2.29], [1.67, -3.90, -0.65], [0.87, -4.25, -0.25], [2.02, -3.30, 0.00], [-2.15, 0.66, -3.92], [-2.47, -0.22, -4.11], [-1.39, 0.77, -4.50], [-0.79, 3.32, 2.60], [-1.81, 3.61, 2.00], [0.21, 2.95, 1.92], [-0.51, 3.24, 3.91], [1.14, 2.88, 2.30], [0.14, 2.83, 0.92], [-1.26, 3.36, 4.58], [0.46, 3.18, 4.17], [3.02, 2.05, 4.08], [2.62, 3.22, 3.93], [4.27, 1.91, 4.47], [2.50, 0.93, 3.66], [4.52, 1.02, 4.88], [4.74, 2.79, 4.66], [3.13, 0.14, 3.68], [1.58, 0.96, 3.25], [-1.03, -5.87, 0.04], [-0.67, -4.96, 0.78], [-0.65, -6.11, -1.20], [-1.76, -6.85, 0.50], [-0.05, -5.53, -1.77], [-0.99, -6.96, -1.63], [-1.96, -6.62, 1.46], [-2.12, -7.63, -0.04], [0.11, 4.05, -2.84], [-0.96, 3.45, -2.95], [0.35, 5.20, -3.42], [1.20, 3.54, -2.32], [1.25, 5.66, -3.36], [-0.38, 5.60, -3.99], [1.22, 2.65, -1.82], [2.07, 4.03, -2.36]], "lowdin_charge": [2.00, -0.24, -0.10, -0.01, -0.50, 0.18, 0.10, 0.18, -0.18, -0.03, 0.08, 0.09, 0.06, 0.12, 0.12, 0.19, -0.36, -0.16, -0.27, -0.50, 0.12, 0.09, 0.18, -0.23, -0.07, 0.09, 0.08, 0.06, 0.13, 0.14, 0.16, -0.05, -0.41, -0.23, -0.20, -0.09, 0.04, 0.05, 0.08, 0.08, 0.12, 0.11, 0.12, 0.07, 0.09, 0.09, 0.08, 0.06, -0.08, 0.04, 0.02, -0.03, 0.05, 0.06, -0.05, -0.03, 0.01, -0.07, 0.06, 0.10, -0.76, 0.03, 0.16, 0.19, 0.08, 0.10, 0.12, 0.07, -0.73, -0.01, 0.18, 0.19, 0.12, 0.13, 0.11, 0.09, -0.75, 0.01, 0.18, 0.17, 0.11, 0.12, 0.13, 0.12, -0.67, -0.10, 0.22, 0.22, 0.14, 0.14, 0.11, 0.14]}

No. 4
{"formula": "C16H47NO11SSi", "method": "the ωB97M-V functional and the def2-TZVPD basis", "de_lowest_kj_mol": 0.0, "lumo_ha": 0.015, "max_force_ev_per_a": 2.70, "homo_ev": -9.53, "symbols": ["C", "C", "O", "O", "C", "C", "C", "Si", "C", "C", "O", "N", "C", "S", "H", "H", "H", "H", "H", "H", "H", "H", "H", "H", "H", "H", "H", "H", "H", "C", "O", "H", "H", "H", "H", "C", "O", "H", "H", "H", "H", "C", "O", "H", "H", "H", "H", "C", "O", "H", "H", "H", "H", "C", "O", "H", "H", "H", "H", "C", "O", "H", "H", "H", "H", "C", "O", "H", "H", "H", "H", "C", "O", "H", "H", "H", "H"], "positions_angstrom": [[4.73, 3.01, -3.88], [3.99, 3.41, -5.16], [3.64, 2.55, -5.92], [3.75, 4.72, -5.51], [3.12, 5.48, -4.48], [1.63, 5.82, -4.79], [0.72, 5.64, -3.52], [0.06, 3.87, -3.31], [-0.42, 3.18, -5.01], [-1.78, 2.42, -4.96], [-2.16, 2.12, -6.32], [1.39, 2.88, -2.55], [1.27, 3.03, -1.36], [1.46, 3.00, 0.23], [4.01, 2.47, -3.24], [5.00, 3.92, -3.31], [5.62, 2.40, -4.07], [3.17, 5.03, -3.47], [3.67, 6.44, -4.40], [1.56, 6.89, -5.06], [1.30, 5.23, -5.65], [-0.13, 6.35, -3.54], [1.33, 5.89, -2.63], [-1.09, 3.90, -2.38], [-0.54, 4.06, -5.67], [0.38, 2.51, -5.35], [-2.56, 3.03, -4.49], [-1.65, 1.46, -4.42], [-1.41, 1.65, -6.72], [0.63, 0.25, 2.50], [0.19, 1.26, 3.40], [0.08, 0.35, 1.57], [1.70, 0.36, 2.31], [0.44, -0.74, 2.93], [0.69, 1.15, 4.22], [-4.79, 0.68, -4.92], [-4.82, 1.37, -3.67], [-4.28, 1.31, -5.64], [-4.23, -0.26, -4.81], [-5.80, 0.48, -5.26], [-5.27, 0.81, -3.04], [-2.39, 0.59, -0.26], [-2.19, 1.79, -1.00], [-3.40, 0.22, -0.46], [-1.67, -0.17, -0.58], [-2.28, 0.77, 0.81], [-1.30, 2.10, -0.80], [1.86, -2.47, 0.36], [1.31, -2.79, 1.63], [2.65, -1.74, 0.50], [2.27, -3.36, -0.12], [1.08, -2.04, -0.29], [0.61, -3.44, 1.49], [0.80, -2.70, 5.37], [1.70, -1.72, 5.90], [1.19, -3.06, 4.43], [0.71, -3.53, 6.07], [-0.18, -2.24, 5.20], [1.33, -1.41, 6.73], [-0.71, -5.98, 7.07], [0.46, -5.97, 6.28], [-1.57, -6.02, 6.41], [-0.73, -6.87, 7.72], [-0.77, -5.08, 7.69], [1.22, -5.94, 6.88], [-5.43, -1.90, 0.17], [-4.10, -2.08, 0.65], [-5.38, -1.73, -0.90], [-6.03, -2.79, 0.37], [-5.89, -1.03, 0.65], [-4.15, -2.23, 1.60], [2.53, -8.06, 8.75], [2.78, -6.85, 8.04], [1.53, -8.39, 8.52], [3.25, -8.83, 8.44], [2.62, -7.89, 9.83], [3.67, -6.56, 8.25]], "lowdin_charge": [0.01, -0.51, 0.11, -0.01, -0.19, -0.20, -0.27, 0.65, -0.24, -0.30, -0.11, 0.01, -0.92, 0.74, 0.08, 0.08, 0.09, 0.10, 0.13, 0.11, 0.10, 0.08, 0.08, 0.02, 0.08, 0.09, 0.11, 0.12, 0.08, -0.18, -0.14, 0.05, 0.08, 0.06, 0.07, -0.15, -0.13, 0.06, 0.08, 0.08, 0.06, -0.15, -0.15, 0.06, 0.08, 0.08, 0.01, -0.15, -0.14, 0.08, 0.08, 0.07, 0.08, -0.15, -0.13, 0.07, 0.05, 0.08, 0.07, -0.16, -0.14, 0.08, 0.07, 0.07, 0.04, -0.16, -0.13, 0.07, 0.08, 0.08, 0.08, -0.14, -0.13, 0.08, 0.08, 0.08, 0.08]}

No. 5
{"formula": "C16H47O9", "method": "the ωB97M-V functional and the def2-TZVPD basis", "charge": 1, "de_lowest_kj_mol": 38.5, "lumo_ha": -0.086, "max_force_ev_per_a": 9.52, "homo_ev": -12.41, "symbols": ["O", "H", "H", "H", "C", "C", "O", "O", "H", "H", "H", "H", "H", "H", "C", "C", "O", "O", "H", "H", "H", "H", "H", "H", "C", "C", "C", "O", "H", "H", "H", "H", "H", "H", "H", "H", "C", "C", "C", "O", "H", "H", "H", "H", "H", "H", "H", "H", "C", "C", "C", "O", "H", "H", "H", "H", "H", "H", "H", "H", "C", "C", "C", "O", "H", "H", "H", "H", "H", "H", "H", "H"], "positions_angstrom": [[-37.21, -14.30, 25.07], [-36.61, -13.97, 25.84], [-37.93, -13.66, 24.78], [-36.64, -14.60, 24.42], [-34.98, -11.71, 26.07], [-34.99, -10.81, 27.39], [-34.91, -9.51, 26.98], [-35.16, -13.01, 26.46], [-34.02, -11.75, 25.80], [-35.59, -11.27, 25.27], [-34.09, -11.25, 27.89], [-36.09, -11.07, 27.99], [-34.00, -8.97, 27.39], [-34.48, -13.38, 26.92], [-36.02, -13.21, 21.77], [-34.98, -12.53, 22.65], [-33.78, -12.32, 22.02], [-37.35, -13.34, 22.38], [-35.83, -14.07, 21.50], [-36.24, -12.67, 20.76], [-34.90, -13.17, 23.48], [-35.49, -11.57, 22.80], [-33.40, -13.10, 22.18], [-37.89, -13.36, 21.67], [-40.80, -14.84, 22.51], [-40.94, -13.81, 21.37], [-41.03, -12.32, 21.86], [-39.67, -13.87, 20.68], [-40.67, -15.75, 22.19], [-41.64, -14.79, 23.19], [-39.91, -14.55, 22.94], [-41.74, -14.21, 20.65], [-41.15, -11.87, 20.99], [-40.25, -11.91, 22.54], [-41.87, -12.05, 22.45], [-39.86, -13.75, 19.67], [-40.79, -12.02, 26.00], [-39.63, -11.18, 25.43], [-38.93, -10.23, 26.39], [-38.70, -11.96, 24.80], [-41.58, -11.30, 26.69], [-40.26, -12.73, 26.55], [-41.43, -12.67, 25.35], [-40.04, -10.44, 24.66], [-38.59, -10.68, 27.21], [-39.56, -9.41, 26.75], [-38.01, -9.54, 25.90], [-38.24, -11.37, 24.40], [-35.87, -18.25, 23.25], [-35.79, -16.82, 22.59], [-37.09, -16.70, 21.91], [-35.55, -15.80, 23.57], [-36.23, -18.97, 22.54], [-36.60, -18.25, 24.16], [-34.96, -18.74, 23.74], [-34.92, -16.67, 21.92], [-37.30, -17.21, 20.91], [-37.28, -15.71, 21.54], [-37.69, -16.83, 22.60], [-34.61, -15.68, 23.57], [-39.14, -15.94, 28.77], [-37.72, -15.28, 28.58], [-36.86, -16.26, 27.71], [-37.72, -14.02, 27.97], [-39.79, -15.89, 27.82], [-39.45, -15.52, 29.75], [-39.47, -16.83, 29.13], [-37.28, -15.07, 29.56], [-37.31, -16.45, 26.76], [-36.56, -17.00, 28.29], [-36.00, -15.69, 27.50], [-38.05, -13.58, 28.72]], "lowdin_charge": [0.23, 0.14, 0.14, 0.04, -0.24, -0.28, -0.12, -0.05, 0.08, 0.12, 0.12, 0.17, 0.22, 0.07, -0.16, -0.25, 0.05, -0.06, 0.00, 0.18, 0.09, 0.14, 0.03, -0.02, -0.03, -0.40, -0.02, -0.12, 0.02, 0.09, 0.04, 0.17, 0.02, 0.08, 0.07, 0.16, -0.02, -0.51, -0.04, -0.01, 0.17, 0.03, 0.08, 0.15, 0.01, 0.08, 0.16, -0.01, -0.04, -0.42, -0.05, -0.06, 0.06, 0.11, 0.09, 0.15, 0.15, 0.07, -0.01, 0.10, -0.04, -0.44, -0.02, -0.04, 0.12, 0.08, 0.02, 0.14, 0.08, 0.04, 0.05, 0.07]}